[1]
The following is a DFT calculation (ωB97M-V with the def2-TZVPD basis set) of the molecule C4H4O2 in a non-equilibrium geometry.

XYZ file:
```
10
Properties=species:S:1:pos:R:3
C -0.34889 1.24694 0.21446
H 1.13404 -1.41026 -0.96858
O 1.82664 0.87916 0.43394
H 0.96764 -1.73726 0.76860
C 0.76021 0.32955 0.19721
C 0.59486 -1.13456 -0.06085
C -1.87795 0.73638 0.41459
O -2.40152 0.40151 -0.55763
H -0.25575 2.23473 -0.21246
H -0.39928 -1.54618 -0.22927
```

The calculation puts the HOMO energy (alpha / beta) at -8.67 / -8.27 eV. The multiplicity is 1. The structure (SMILES) is CC(=O)C=C=O. As for the LUMO energy (alpha / beta): -1.93 / -2.14 eV. As for the gap between HOMO and LUMO (alpha / beta): 0.2475 / 0.2252 hartree. As for the energy above the lowest of the compared OMol25 structures with the same formula, charge and spin: 4.275 eV. The calculation puts the electronic energy at -305.12235 a.u. The calculation puts the maximum force at 2.2 eV Å⁻¹.

Want to see where the charge sits? The natural (NBO) charges in e are: -0.35, 0.25, -0.52, 0.24, 0.45, -0.72, 0.58, -0.39, 0.24, 0.22

***

[2]
The following is a DFT calculation (ωB97M-V with the def2-TZVPD basis set) of the molecule C19H21NO4.

XYZ file:
```
45
Properties=species:S:1:pos:R:3
C -1.55079 -3.15002 2.35493
C 1.07041 4.55000 -0.52953
C -0.77454 -3.21899 -0.65794
H 0.83302 5.49720 -0.06654
O 0.40425 2.28865 2.29156
H 2.43464 -2.38352 -3.14966
C 0.04750 -2.84832 -1.70769
C 1.08743 2.15476 -0.46135
C 1.69741 -1.93627 -3.82468
H 1.89392 1.17377 -2.17706
H 1.13011 -2.73075 -4.32051
H -1.07371 -4.10336 2.12786
H -3.07735 -3.53253 0.88715
N -0.88465 -0.95807 3.11643
C 1.65601 4.51861 -1.78183
C 0.07234 -1.52581 -2.13257
C -0.51118 1.33322 2.38797
H 2.41260 3.28167 -3.35693
C -2.42309 -2.70344 1.16931
H -2.15710 -0.23048 0.05171
H -0.73451 0.42652 -1.84485
H -2.16560 -3.26883 3.24916
C 1.95767 3.30514 -2.37794
H -0.98656 3.48395 1.35101
H -1.86774 -0.73461 3.06408
C -1.54819 -0.97464 -0.44093
C 0.10208 3.42733 1.48511
H 1.87739 5.44383 -2.29326
H -0.78422 -4.25243 -0.34382
O 0.73055 -2.38297 2.45594
H 0.08975 0.50637 4.26491
O 0.85093 -1.04191 -3.14613
H 0.99002 -0.13875 2.87547
H 0.66217 -3.59825 -2.18019
H 2.21326 -1.34163 -4.57753
C -0.44581 -2.14573 2.62354
H 0.86894 1.22635 0.04555
C -1.57355 -2.29395 -0.00377
H -3.05641 -1.86420 1.46402
H 0.44309 4.30085 2.04729
C 1.67381 2.12415 -1.71555
C -0.74708 -0.59429 -1.49685
C 0.77898 3.36687 0.13856
O -1.61660 1.37291 1.91169
C 0.00038 0.17161 3.22389
```

The calculation puts the HOMO energy at -8.30 eV. The multiplicity is 1. The structure (SMILES) is COc1ccc(CCC(=O)NCC(=O)OCc2ccccc2)cc1. As for the LUMO energy: 0.80 eV. As for the gap between HOMO and LUMO: 0.3342 hartree. As for the energy above the lowest of the compared OMol25 structures with the same formula, charge and spin: 0.660 eV. The calculation puts the electronic energy at -1092.36056 a.u. The calculation puts the maximum force at 0.6 eV Å⁻¹.

Want to see where the charge sits? The natural (NBO) charges in e are: -0.49, -0.24, -0.17, 0.21, -0.49, 0.18, -0.30, -0.25, -0.25, 0.23, 0.18, 0.23, 0.22, -0.62, -0.20, 0.28, 0.80, 0.21, -0.41, 0.23, 0.22, 0.22, -0.22, 0.22, 0.41, -0.21, -0.12, 0.21, 0.21, -0.62, 0.22, -0.50, 0.27, 0.22, 0.20, 0.69, 0.22, -0.06, 0.20, 0.20, -0.19, -0.21, 0.03, -0.62, -0.34

***

[3]
The following is a DFT calculation (ωB97M-V with the def2-TZVPD basis set) of a structure of composition C14H18F2N4O6 in a non-equilibrium geometry.

XYZ file:
```
44
Properties=species:S:1:pos:R:3
N 2.64118 -2.55627 1.37101
H 1.17284 -4.87196 2.63489
H 3.69241 0.35665 1.02467
H 1.83252 0.18306 1.49034
C -2.41834 0.55952 -1.40626
C 0.77549 -0.06477 1.58714
C -1.06357 -0.70261 3.46675
C -0.03689 -3.06643 2.74345
H -0.01582 -0.40502 3.50869
H 0.74661 2.86448 -0.75499
H 2.48073 0.17350 -0.25276
O -1.37375 1.23015 -2.17276
O -0.51474 0.91934 -4.26737
H 4.17769 -0.48429 -0.40614
H 0.41808 0.25887 2.56469
H 2.31677 1.52623 -1.58560
H -1.22714 -1.11231 2.47000
H -3.00694 1.26826 -0.82373
O 1.95629 2.88132 -3.24606
H -0.69497 -4.88075 2.50440
F 1.30164 0.79120 -3.05816
H -1.38538 -1.49486 4.14269
C 1.59461 1.83430 -2.34169
O -2.27585 -0.31297 -3.54672
N -0.23520 -1.93293 2.48806
C -0.10897 0.54999 0.59780
F -4.17797 0.66589 -2.99455
C 0.21022 -4.47194 2.95340
C 3.32157 -0.30914 0.24538
H 0.16814 -4.65892 4.02641
C 0.88759 3.69908 -3.51742
C 2.94148 -1.55287 0.86384
N -0.81595 1.07322 -0.12906
C -1.29533 0.61611 -3.39044
C -1.90007 0.43274 3.54664
C 0.37681 2.40922 -1.67372
N -2.55365 1.40618 3.64953
H -0.45514 1.75313 -1.41780
H -3.71457 -1.09043 -2.14847
O 0.85064 4.58740 -4.42393
C -3.22781 -0.17577 -2.48694
O -0.07311 3.39970 -2.60948
H -1.90013 -0.15452 -0.76620
H 0.60796 -1.14080 1.54047
```

The calculation puts the HOMO energy at -9.29 eV. The multiplicity is 1. As for the LUMO energy: -0.35 eV. As for the gap between HOMO and LUMO: 0.3284 hartree. As for the energy above the lowest of the compared OMol25 structures with the same formula, charge and spin: 13.761 eV. The calculation puts the electronic energy at -1413.96534 a.u. The calculation puts the maximum force at 15.8 eV Å⁻¹.

Want to see where the charge sits? The natural (NBO) charges in e are: -0.36, 0.28, 0.26, 0.24, -0.11, -0.74, -0.70, 0.46, 0.23, 0.15, 0.25, -0.51, -0.54, 0.28, 0.24, 0.14, 0.34, 0.24, -0.51, 0.27, -0.33, 0.25, 0.45, -0.49, -0.55, 0.38, -0.34, -0.72, -0.75, 0.25, 0.99, 0.31, -0.44, 0.99, 0.26, -0.18, -0.35, 0.30, 0.17, -0.59, 0.43, -0.49, 0.22, 0.31

***

[4]
The following is a DFT calculation (ωB97M-V with the def2-TZVPD basis set) of a structure of composition C5H9NOSe in a non-equilibrium geometry.

XYZ file:
```
17
Properties=species:S:1:pos:R:3
H -1.47501 1.86653 -0.19588
H 2.98147 0.03014 -0.72836
H 4.11201 -0.78745 0.41510
Se 1.67373 -1.05285 1.05726
H -2.61344 1.43199 1.14279
C 3.17550 -0.81561 -0.09356
C 0.65661 0.90233 -0.82834
H -1.04346 -0.42478 1.80995
H 3.20860 -1.70589 -0.68153
N 0.85710 1.76476 -1.56160
C -2.01958 1.01503 0.39678
C -0.75607 0.31569 0.99512
C 0.34297 -0.06294 0.08586
H -1.10175 -0.62998 -1.31596
H -0.24346 1.12685 1.61096
O -0.41299 -1.23770 -1.06213
H -2.49637 0.56625 -0.36186
```

The calculation puts the HOMO energy at -9.16 eV. The multiplicity is 1. As for the LUMO energy: 0.39 eV. As for the gap between HOMO and LUMO: 0.3508 hartree. As for the energy above the lowest of the compared OMol25 structures with the same formula, charge and spin: 2.103 eV. The calculation puts the electronic energy at -2727.23213 a.u. The calculation puts the maximum force at 6.3 eV Å⁻¹.

Want to see where the charge sits? The natural (NBO) charges in e are: 0.21, 0.24, 0.24, 0.43, 0.23, -0.80, 0.21, 0.24, 0.23, -0.26, -0.60, -0.44, -0.05, 0.44, 0.23, -0.75, 0.20

***

[5]
The following is a DFT calculation (ωB97M-V with the def2-TZVPD basis set) of a structure of composition C29H34BMnN2O5S3 in a non-equilibrium geometry.

XYZ file:
```
75
Properties=species:S:1:pos:R:3
H 2.47168 -5.26700 0.42835
C 2.19378 -4.39300 1.01495
H 4.90878 4.11230 2.67625
H 2.76818 -4.41480 1.94275
H 3.79308 6.59990 0.13365
C -2.24292 -0.99100 -2.20385
C -2.57202 -0.75380 -0.78575
C 1.92558 4.46210 0.04315
Mn -0.64062 -1.53420 1.41705
H 3.56928 -3.13450 -0.04235
C -5.23672 1.89670 -1.05595
C -1.42082 -5.60950 -0.30625
H -3.87822 1.00480 -2.43645
C 1.11688 3.47670 -0.51175
C 3.31818 6.73390 1.10255
H -0.33252 -6.82150 1.08035
O 1.28208 0.92540 1.92655
C -0.08852 -4.40750 -2.53945
H 5.39048 5.80700 2.56365
C -3.68212 0.13530 -0.47345
H -6.47682 2.64640 0.52905
C -5.17092 1.06770 1.19315
C -0.92152 -0.89440 -2.64305
H 2.39508 -2.25000 0.97355
H -0.35132 -3.71400 -3.33625
H -1.72282 -6.42540 -0.96725
H -3.71742 -0.46640 1.57805
H 2.83258 4.88070 3.95955
H 1.74178 -4.95310 -1.49935
O -0.45952 -2.38480 5.10625
H -4.25092 -1.49400 -2.77355
H 3.85338 7.51960 1.63325
C 2.52888 -3.09800 0.29555
H -3.66712 -2.02510 -5.10485
H 1.97628 -4.04110 -2.99505
O 0.22588 1.21090 -0.06375
C 0.94378 2.31290 0.20735
H 2.88958 2.94320 2.92235
H -5.63852 2.58270 -1.79365
H 3.26468 6.57900 3.76715
H 0.64748 -6.23990 -0.27435
O 0.31148 -2.38790 3.07765
N -0.55892 -2.06670 3.93385
C 4.82278 5.01480 2.07745
C -0.14012 -5.96900 0.42435
S 0.44818 -4.60160 1.52545
C -5.70952 1.93520 0.24885
B 0.39278 0.29470 1.00755
H 2.29258 7.06250 0.95265
S -1.37452 -4.06820 -1.28915
C 1.34918 -4.14460 -2.10645
C 2.55228 4.31870 1.27775
N -1.90212 -1.35780 0.14075
S 1.48748 -2.59190 -1.11835
C 2.40078 3.11940 1.97715
H -1.33092 -1.78840 -5.88285
H -0.17742 -0.57330 -1.92755
H 2.05278 5.36930 -0.52595
C -4.16832 0.19120 0.84395
C -1.58612 -1.57290 -4.85295
C 1.59638 2.13990 1.43835
C 3.35748 5.44010 1.92055
C -2.89852 -1.69170 -4.41685
H -5.53712 1.09300 2.21045
C -0.60072 -1.17770 -3.95635
C -4.24572 1.00760 -1.41915
H -2.21512 -5.42030 0.41635
H 1.69808 5.98530 3.19455
H 0.42718 -1.09550 -4.28815
H 0.63938 3.62910 -1.46975
C 2.75268 5.73910 3.29985
O -1.53542 -1.40730 3.49535
C -3.22722 -1.39670 -3.10905
H -0.20442 -5.43290 -2.89095
H 5.26478 4.82000 1.10215
```

The expectation value of S² is 8.792. Its charge is -1. The calculation puts the HOMO energy (alpha / beta) at -3.39 / -4.72 eV. The multiplicity is 6. As for the LUMO energy (alpha / beta): 2.30 / 2.30 eV. As for the gap between HOMO and LUMO (alpha / beta): 0.2092 / 0.2580 hartree. The calculation puts the electronic energy at -3981.61409 a.u. The calculation puts the maximum force at 3.7 eV Å⁻¹.

Want to see where the charge sits? The Löwdin charges in e are: 0.06, -0.51, 0.08, 0.07, 0.08, -0.21, -0.36, -0.05, 0.74, 0.07, -0.11, -0.54, 0.10, 0.01, -0.08, 0.06, 0.11, -0.51, 0.08, -0.16, 0.09, -0.10, -0.06, 0.06, 0.04, 0.07, 0.10, 0.07, 0.04, 0.04, 0.12, 0.08, -0.52, 0.09, 0.07, 0.10, -0.23, 0.12, 0.09, 0.08, 0.05, -0.22, -0.56, -0.05, -0.51, 0.90, -0.11, -0.43, 0.08, 0.86, -0.49, -0.19, -0.07, 0.85, 0.05, 0.09, 0.07, 0.09, -0.02, -0.11, -0.21, -0.56, -0.10, 0.10, -0.11, -0.04, 0.07, 0.09, 0.10, 0.11, -0.05, -0.07, -0.06, 0.08, 0.09

***

Q: Among the records above, which one has the lowest maximum force?
A: C19H21NO4

***

Q: Which value of electronic energy does entry 4 give?
A: -2727.23213 a.u.

***

Q: Which formula does entry 4 have?
A: C5H9NOSe

***

Q: Number 3 is which compound?
A: C14H18F2N4O6